Computed, not measured: a 11-piece molecular cluster, C42H116N10O12 overall, with ωB97M-V/def2-TZVPD.

Geometry as XYZ:
```
180
Properties=species:S:1:pos:R:3:forces:R:3
C -0.92221 2.83498 -1.49325 1.8 1.2 -0.8
O -0.78963 3.46042 -0.21629 0.5 0.1 -0.5
C 0.09944 4.56635 -0.21925 0.4 1.3 1.0
C 1.61196 4.16720 -0.01309 -1.2 0.6 0.5
C 1.80282 3.41627 1.30415 1.3 0.7 0.0
N 2.56361 5.33061 -0.11019 -0.7 0.1 0.5
H 0.10267 2.73078 -2.00678 -1.3 0.0 0.8
H -1.48515 3.57558 -2.13687 0.0 -1.4 0.3
H -1.28317 1.82021 -1.32250 -0.5 0.3 -0.3
H -0.04714 5.34940 -1.04018 0.1 -1.4 0.3
H -0.18252 5.14063 0.68232 0.1 -0.2 -0.1
H 1.84447 3.46104 -0.79800 0.4 0.0 -0.5
H 1.61154 4.07707 2.14420 -0.1 0.3 0.2
H 2.88914 3.17438 1.33871 -0.8 -0.2 0.3
H 1.18074 2.54445 1.47696 0.0 -0.2 -0.5
H 2.29289 5.83006 -0.94541 0.2 0.1 -0.4
H 2.51745 6.08145 0.63104 -0.3 -1.6 -0.6
C -4.55301 6.60565 2.17385 0.5 0.6 -0.1
O -4.91239 5.37262 1.64985 -1.4 0.0 -1.2
C -4.02412 4.30008 1.73369 0.8 -0.3 0.7
C -4.55274 3.15244 0.90847 0.3 -2.6 0.8
C -5.80815 2.53453 1.61246 -1.1 2.3 -1.8
N -3.60244 1.94978 0.81662 -1.2 1.7 -0.1
H -5.41788 7.28602 2.29725 0.2 -0.7 -0.3
H -3.81407 7.14207 1.53503 -0.2 -0.4 0.4
H -4.14862 6.41625 3.14972 0.5 0.4 0.8
H -2.97566 4.56839 1.50409 -0.3 0.1 -0.4
H -4.00325 3.87539 2.72540 0.2 0.3 0.9
H -4.64828 3.51980 -0.08999 -0.8 0.0 -0.8
H -5.55098 2.07030 2.53480 0.4 -0.1 0.8
H -6.35670 1.81766 1.01756 0.4 -0.4 -0.4
H -6.58278 3.33201 1.75096 0.8 -0.4 0.4
H -3.58697 1.55055 1.73936 0.1 -0.2 0.5
H -2.69461 2.33766 0.67333 1.0 0.1 -0.2
C 2.25222 2.91501 -3.88416 0.9 1.2 -0.1
O 3.30161 2.26795 -3.13339 -0.4 1.0 0.2
C 4.40053 3.17533 -2.86841 0.0 -0.2 -0.2
C 5.29971 2.61446 -1.72548 -1.3 0.5 -1.0
C 5.91635 1.29277 -2.10660 0.7 0.3 0.7
N 4.55319 2.52569 -0.48858 0.1 0.2 0.5
H 2.66468 3.19585 -4.89170 -0.8 -0.7 0.5
H 1.95196 3.88508 -3.45690 0.5 0.0 0.4
H 1.29927 2.38445 -3.83084 0.5 -0.7 -0.6
H 4.98256 3.31170 -3.79407 0.0 -0.2 0.0
H 4.04213 4.19579 -2.62015 -0.1 -0.6 0.2
H 6.09072 3.34991 -1.60331 0.2 0.1 0.1
H 5.19178 0.49551 -2.06904 -0.4 -0.3 -0.2
H 6.68295 1.07456 -1.33192 -0.2 -0.1 -0.8
H 6.32508 1.39531 -3.11570 0.3 -0.4 0.2
H 4.28038 3.47353 -0.20382 -0.2 -0.6 -0.1
H 3.72273 1.94343 -0.62427 0.2 0.4 0.0
C 0.95251 -2.52532 3.95129 0.6 0.2 -0.2
O 1.64872 -3.40055 3.08271 0.7 -0.1 0.7
C 2.80793 -4.02427 3.66543 -0.4 -0.3 -0.3
C 3.36428 -4.92738 2.57152 1.2 0.7 -0.7
C 2.56477 -6.15359 2.24112 -0.7 -0.2 1.1
N 4.68293 -5.38885 2.98551 0.3 -0.4 -0.1
H 0.04739 -2.25997 3.38374 0.2 0.2 0.5
H 1.59059 -1.63499 4.21915 -0.6 -0.6 -0.3
H 0.69774 -3.03535 4.88420 -0.2 0.0 0.0
H 3.59816 -3.29604 3.96589 -0.6 -0.1 -0.2
H 2.57071 -4.64088 4.56373 -0.2 0.4 -0.4
H 3.44102 -4.28317 1.66138 -0.2 -0.3 0.4
H 1.54913 -5.83829 1.97933 0.1 -0.4 0.0
H 2.57360 -6.77951 3.16288 -0.4 0.3 -0.6
H 3.01204 -6.77020 1.46045 0.0 0.3 -0.2
H 5.01547 -6.03834 2.27520 0.1 0.1 0.3
H 5.35851 -4.64093 3.04041 0.0 0.3 0.0
C -1.59175 2.48969 8.23135 0.1 1.2 0.1
O -1.61887 2.49160 6.81115 0.5 1.3 1.5
C -1.66499 1.23193 6.27189 0.5 -0.5 -2.0
C -1.88220 1.51245 4.72660 -0.9 -0.5 0.9
C -0.70816 2.22040 4.10689 0.2 0.4 0.5
N -3.18339 2.16427 4.47735 0.2 -0.8 0.1
H -1.42963 3.54297 8.60816 0.3 -1.3 -0.6
H -0.95096 1.73440 8.70028 0.7 0.4 -0.4
H -2.54877 2.21887 8.59474 -1.4 -0.3 0.4
H -0.68689 0.71608 6.44621 -0.7 0.0 -0.1
H -2.50345 0.65674 6.69410 0.1 -0.2 -0.1
H -1.93794 0.58621 4.17877 -0.2 -0.8 0.1
H -0.97465 2.67752 3.15487 0.1 0.0 0.0
H 0.02050 1.44213 3.96479 0.7 -0.2 -0.4
H -0.24131 2.94439 4.78097 -0.3 0.2 -0.2
H -3.19396 3.04429 4.96825 -0.2 0.2 0.3
H -3.90498 1.54436 4.87842 0.3 0.7 -0.2
C -3.40060 -2.64940 3.01459 -1.2 -0.6 -0.2
O -2.39679 -3.34028 2.33260 1.3 0.4 -0.2
C -2.88964 -4.06642 1.24480 -1.0 -0.1 -1.2
C -1.83253 -4.90525 0.46892 -1.2 -0.6 1.1
C -0.70531 -4.03336 0.04753 -0.6 0.3 0.1
N -2.47135 -5.51652 -0.70322 -0.6 -0.6 0.2
H -3.98568 -3.43683 3.53952 0.0 0.8 0.3
H -4.09551 -2.16636 2.30302 0.2 0.0 0.1
H -3.01756 -1.86178 3.68013 0.2 -0.6 -0.1
H -3.69412 -4.73924 1.56475 0.0 -0.3 0.3
H -3.43911 -3.40494 0.50516 0.8 -0.2 0.5
H -1.49305 -5.73444 1.15840 -0.2 0.7 -0.7
H -1.13351 -3.16433 -0.41781 -0.1 0.5 -0.5
H -0.06028 -4.52104 -0.63429 0.8 -0.6 -0.7
H -0.16183 -3.68701 0.89206 0.6 0.2 0.8
H -3.35599 -5.99896 -0.45672 0.9 0.5 -0.2
H -2.70465 -4.83571 -1.42611 0.0 0.1 0.4
C -1.05360 -3.50366 -4.13946 -0.7 0.5 -0.4
O -1.46785 -2.16033 -3.91207 0.5 0.5 -0.9
C -1.12983 -1.35183 -5.04828 0.8 -1.2 -1.4
C -1.85979 -0.05442 -5.02534 -0.1 1.7 -0.5
C -1.28440 0.93499 -6.09437 -0.3 0.1 1.7
N -1.62602 0.67579 -3.79326 0.0 0.1 1.3
H -1.53942 -3.87144 -5.05554 0.5 0.1 -0.1
H -1.47158 -4.12037 -3.37136 0.1 -0.2 0.8
H 0.03028 -3.54613 -4.17053 0.2 -0.3 -0.2
H 0.00171 -1.20624 -5.21666 -1.4 -0.2 0.8
H -1.46303 -1.88272 -5.99606 0.3 0.4 0.9
H -2.95634 -0.20614 -5.15668 0.6 -0.2 -0.3
H -1.53039 0.68209 -7.08540 -0.3 -0.4 -1.3
H -0.18709 1.00571 -5.98175 -0.5 0.0 0.0
H -1.73236 1.92180 -5.84263 0.4 -0.5 -0.4
H -2.26835 1.46847 -3.70823 0.3 -0.4 -0.1
H -1.77687 0.08845 -2.97516 -0.1 0.0 0.0
C 6.21853 -3.12424 0.86705 -0.2 -0.2 -0.1
O 5.80500 -2.42743 2.00559 -0.1 0.5 0.6
C 4.68038 -1.60489 1.68422 0.8 -1.8 0.2
C 4.44557 -0.55046 2.68114 -1.3 1.8 -1.7
C 3.21859 0.26851 2.16234 0.6 1.7 0.7
N 5.55289 0.38664 2.77536 -0.1 -0.1 1.2
H 7.18245 -3.59492 1.08804 -0.2 0.1 -0.3
H 6.25211 -2.43434 0.01879 0.5 0.0 -0.1
H 5.46000 -3.86547 0.59046 0.1 -0.3 0.0
H 4.86358 -1.18558 0.73811 0.5 1.1 -1.4
H 3.84937 -2.25403 1.49264 -1.0 -0.4 0.4
H 4.14143 -0.97445 3.61679 0.3 -0.1 0.9
H 3.19864 1.19863 2.76367 0.0 -0.4 0.0
H 2.23668 -0.14565 2.26739 -0.4 -0.8 0.2
H 3.26893 0.69257 1.14559 0.5 -0.7 0.1
H 6.44788 -0.04398 2.75159 0.6 -0.7 0.2
H 5.58224 1.10684 2.08833 -0.6 0.4 -0.7
C -6.91550 0.48916 -1.26539 0.5 0.8 0.4
O -6.54954 -0.54465 -0.37819 -1.2 -0.1 -0.1
C -5.30023 -1.06304 -0.64090 1.9 -0.7 -0.6
C -4.97321 -1.58131 -2.07896 -0.5 1.9 -0.4
C -5.98210 -2.52691 -2.62234 -2.2 -0.8 0.1
N -3.69920 -2.24272 -2.04068 1.1 0.2 -0.9
H -6.95678 0.13273 -2.29216 0.0 0.1 -0.2
H -6.13202 1.27492 -1.15215 -0.6 -0.1 -0.5
H -7.90495 0.90371 -1.00218 0.5 -0.3 0.1
H -4.46379 -0.34679 -0.40719 -0.7 -0.2 0.1
H -5.17265 -1.94941 0.00548 -0.1 0.3 -0.1
H -4.81721 -0.72082 -2.78951 -0.8 -0.2 0.7
H -5.64040 -3.13949 -3.49991 -0.2 0.7 0.8
H -6.97944 -2.03172 -2.87242 1.3 -0.6 0.2
H -6.21020 -3.20208 -1.76126 0.1 0.0 -0.8
H -3.12235 -1.68777 -1.41317 0.5 -0.2 -0.1
H -3.33591 -2.02086 -2.99846 0.4 -0.9 1.4
C -1.22204 -0.28564 0.69090 0.8 0.9 -0.9
O -0.68192 -0.80162 -0.53237 -1.2 -0.2 0.8
C 0.71180 -0.91188 -0.44367 0.4 0.3 -0.5
C 1.26225 -1.43963 -1.77446 -0.5 0.2 -0.2
C 2.66054 -1.94641 -1.58170 0.2 1.0 -0.4
N 1.27106 -0.48191 -2.88883 0.2 0.7 -0.4
H -2.29516 -0.35948 0.69605 -0.3 -0.2 0.0
H -0.91094 0.75170 0.86718 -0.3 0.5 -0.7
H -0.74898 -0.70153 1.54173 0.2 -1.5 1.0
H 1.01531 0.14356 -0.27600 0.9 -0.5 0.3
H 1.06434 -1.63282 0.34420 -0.5 0.8 -0.2
H 0.62033 -2.30038 -2.04640 0.1 0.5 -0.1
H 2.70809 -2.66777 -0.82703 0.0 -1.5 1.0
H 3.27268 -1.14848 -1.19417 0.5 0.6 0.0
H 3.09273 -2.30479 -2.50008 0.1 -0.2 -0.3
H 1.97680 0.27943 -2.83119 -0.6 -0.8 0.5
H 0.37133 -0.04487 -3.10445 0.2 -0.2 0.3
O 2.79621 -1.44756 -5.13794 0.9 -0.1 -0.7
C 3.81541 -0.51455 -5.33363 1.4 0.9 -0.5
C 3.36020 0.68104 -6.16867 -2.1 -1.5 0.1
O 4.35653 1.59863 -6.46570 0.5 0.5 -0.3
H 2.31667 -1.08366 -4.41050 -1.6 0.1 1.4
H 4.26518 -0.04540 -4.41939 -0.5 -0.8 -0.1
H 4.63155 -1.01432 -5.85465 0.1 0.0 -0.1
H 2.49766 1.10877 -5.63054 0.3 0.3 0.1
H 2.83515 0.25569 -7.06602 1.1 0.6 0.2
H 4.85467 1.84198 -5.66931 -0.4 -0.3 -0.2
```
Forces are in eV/Å.

Output
HOMO energy ... -8.838 eV
Charge ... 0
SMILES ... COC[C@H](C)N.COC[C@H](C)N.COC[C@H](C)N.COC[C@H](C)N.COC[C@H](C)N.COC[C@H](C)N.COC[C@H](C)N.COC[C@H](C)N.COC[C@H](C)N.COC[C@H](C)N.OCCO
2S+1 ... 1
Electronic energy ... -3119.9922 Ha

Computed, not measured: a 2-piece molecular cluster, C15H13BF6 overall, with ωB97M-V/def2-TZVPD.

Geometry as XYZ:
```
35
Properties=species:S:1:pos:R:3:forces:R:3
F 5.38233 1.17190 4.46578 0.0 0.2 0.6
C 5.23892 1.32853 5.81285 1.1 -0.2 -0.2
F 6.20622 0.54525 6.39417 -0.7 0.5 -0.4
F 5.60041 2.59384 6.09984 -0.6 -0.2 -0.1
C 3.85646 0.89862 6.22262 0.1 0.3 0.1
C 3.75472 -0.41993 6.67099 -0.5 0.1 0.4
C 2.50729 -0.96413 6.92259 -0.4 0.0 -0.5
C 1.34001 -0.25206 6.56400 0.8 -0.2 0.9
C 0.07760 -1.10450 6.40430 -0.2 0.2 0.2
C -1.28584 -0.42223 6.31571 -0.3 0.0 0.7
C -1.55075 0.36929 5.18781 0.0 0.0 0.2
C -2.82941 0.88985 4.95573 0.3 0.0 0.5
C -3.83466 0.68133 5.91876 0.3 -0.1 0.0
C -5.18533 1.33893 5.82835 -1.0 0.0 0.1
F -6.11141 0.67765 6.59859 0.6 0.4 -0.7
F -5.21599 2.62595 6.27830 0.4 -0.7 -0.3
F -5.65509 1.36268 4.56254 0.1 0.0 0.4
C -3.57843 -0.08292 7.06042 0.9 0.6 -0.1
C -2.29806 -0.58221 7.29336 0.4 -0.2 -0.7
C 1.46496 1.12734 6.29458 0.0 -0.5 -0.2
C 2.72636 1.72745 6.09682 -0.3 -0.9 0.5
H 4.62848 -1.03500 6.85991 0.0 0.3 -0.1
H 2.44004 -1.98341 7.33225 -0.1 0.5 -0.4
H 0.06078 -1.95576 7.18778 0.1 1.6 -0.5
H 0.24312 -1.58719 5.43524 -0.2 -0.2 0.2
H -0.69190 0.64795 4.55421 -0.8 -0.4 -0.1
H -2.98622 1.47191 4.04663 -0.2 -0.1 0.4
H -4.32986 -0.21730 7.82096 -0.2 0.0 0.0
H -2.10923 -1.09859 8.23785 0.1 0.0 -0.5
H 0.54886 1.71359 6.22785 0.3 0.0 -0.2
H 2.78489 2.80247 5.89038 0.2 -0.6 0.0
B -0.09700 -3.57658 7.28357 0.0 -1.3 -0.9
H -0.93099 -3.50181 8.13460 0.3 0.3 0.1
H -0.50049 -3.73147 6.14846 0.1 0.1 0.5
H 1.06686 -3.88540 7.46906 -0.6 0.5 0.2
```
Forces are in eV/Å.

Output
HOMO energy ... -9.916 eV
Charge ... 0
SMILES ... FC(F)(F)c1ccc(Cc2ccc(C(F)(F)F)cc2)cc1.B
2S+1 ... 1
Electronic energy ... -1203.4053 Ha

Computed, not measured: a 2-piece molecular cluster, C5H10O2 overall, with ωB97M-V/def2-TZVPD.

Geometry as XYZ:
```
17
Properties=species:S:1:pos:R:3:forces:R:3
C -0.56178 0.78562 2.85953 -0.6 0.2 -1.1
C -0.56967 1.26518 1.59677 2.7 0.2 1.5
C 0.01062 0.49922 0.47052 -2.4 -0.8 0.0
O -0.70283 0.63725 -0.71185 0.2 0.7 -0.2
C 1.07185 -0.29542 0.54493 0.2 -0.2 -0.8
C 1.75876 -0.77638 -0.71362 0.3 1.6 0.1
H -0.95517 -0.20392 3.04510 0.8 -0.4 0.3
H -0.15013 1.41916 3.63530 -1.0 0.1 0.5
H -0.33805 2.33168 1.56759 -0.1 0.0 -0.5
H -1.07204 -0.20944 -0.97366 0.3 -0.1 -0.3
H 1.56405 -0.53951 1.47377 -0.1 0.4 0.2
H 1.37763 -0.28075 -1.60671 -0.8 -0.6 0.0
H 1.84358 -1.85073 -0.81030 0.2 -0.1 -0.1
H 2.71378 -0.22950 -0.70503 0.5 -1.0 0.3
O -1.62488 -0.71713 -3.32715 -0.5 -0.2 0.3
H -2.43893 -0.21748 -3.18201 0.2 0.3 -0.1
H -1.92680 -1.61786 -3.16319 0.2 -0.1 -0.2
```
Forces are in eV/Å.

Output
HOMO energy ... -8.728 eV
Charge ... 0
SMILES ... C=C/C(O)=C/C.O
2S+1 ... 1
Electronic energy ... -346.8953 Ha